Entry 1:
Density functional theory data (ωB97M-V/def2-TZVPD) for C2H6OS2 as an isolated structure at a distorted geometry.

The electronic energy comes out at -25886.585 eV.

Element x y z (Å)
S  -2.5407  0.1360  0.5256
S  0.2453  1.1766  0.4829
O  -0.0774  -1.6557  0.5191
C  -0.9110  -0.0531  -0.1163
C  1.6330  0.8625  -0.6054
H  1.9604  -0.2142  -0.4297
H  2.4819  1.5250  -0.4133
H  -2.2676  0.0465  1.9221
H  -0.7807  -2.2528  0.8582
H  1.1627  0.6075  -1.6276
H  -0.9059  -0.1783  -1.1156

Atom charges from the natural (NBO) analysis, given in e for atoms 1 to 4: 0.042 0.294 -0.851 -0.230

Entry 2:
Density functional theory data (ωB97M-V/def2-TZVPD) for an isolated molecule of C2H6P2S at a distorted geometry.

The electronic energy comes out at -31581.746 eV. As for the SMILES: CSP(C)#P.

Element x y z (Å)
S  1.1598  -0.2846  -0.7501
P  -1.0999  0.0423  -0.2103
P  -2.6472  -0.9283  0.6724
C  -1.0830  1.9362  -0.2784
C  1.6913  -1.7410  0.1824
H  -0.4044  2.3826  0.4062
H  2.5258  -1.6311  0.8506
H  -2.0629  2.1701  0.0247
H  0.8022  -1.8389  0.8219
H  2.0509  -2.5598  -0.4380
H  -0.9325  2.4524  -1.2816

Atom charges from the natural (NBO) analysis, given in e for atoms 1 to 4: -0.055 0.406 -0.104 -0.922

Entry 3:
Density functional theory data (ωB97M-V/def2-TZVPD) for a 2-piece molecular cluster, C2H6P2S overall at a distorted geometry.

The electronic energy comes out at -31580.717 eV.

Element x y z (Å)
S  -0.3864  0.1788  -2.4045
P  0.2220  0.4491  0.8734
P  0.7280  -1.4787  1.0476
C  -1.2776  1.6510  -2.9205
C  1.2035  -1.6161  2.8608
H  -0.6607  2.5274  -2.7439
H  1.6502  -0.7028  3.2401
H  -1.4810  1.5493  -3.9843
H  0.3090  -1.8476  3.4356
H  -2.2133  1.7287  -2.3734
H  1.9061  -2.4389  2.9689

Atom charges from the natural (NBO) analysis, given in e for atoms 1 to 4: -0.080 0.127 0.281 -0.771

Entry 4:
Density functional theory data (ωB97M-V/def2-TZVPD) for a 2-piece molecular cluster, C2H6S overall at a distorted geometry.

The electronic energy comes out at -13005.377 eV. As for the SMILES: C=C.S.

Element x y z (Å)
S  -2.9048  4.0613  -0.3737
C  2.1210  -1.9747  -0.1248
C  1.2661  -2.1395  0.8631
H  -4.1652  4.4853  -0.2269
H  1.5583  -2.6529  1.7820
H  0.2487  -1.7871  0.9091
H  3.1329  -2.3671  -0.1330
H  1.8095  -1.4629  -1.0282
H  -3.0666  3.8375  -1.6676

Atom charges from the natural (NBO) analysis, given in e for atoms 1 to 4: -0.280 -0.386 -0.381 0.142

Entry 5:
Density functional theory data (ωB97M-V/def2-TZVPD) for a 2-piece molecular cluster, C2H6S overall at a distorted geometry.

The electronic energy comes out at -13005.384 eV. As for the SMILES: C=C.S.

Element x y z (Å)
S  1.5236  2.1299  -0.0548
C  -1.1364  -0.5704  -0.1426
C  -0.3981  -1.6349  -0.4210
H  2.3959  2.7137  0.7962
H  -0.1520  -2.4056  0.2893
H  0.7712  1.6501  0.9423
H  -1.5358  -0.4145  0.8543
H  -1.4177  0.2135  -0.8255
H  -0.0506  -1.6817  -1.4383

Atom charges from the natural (NBO) analysis, given in e for atoms 1 to 4: -0.288 -0.391 -0.381 0.143

Entry 6:
Density functional theory data (ωB97M-V/def2-TZVPD) for an isolated molecule of C2H6S2 at a distorted geometry.

The electronic energy comes out at -23841.282 eV. As for the SMILES: CSSC.

Element x y z (Å)
S  -0.8899  0.8479  -0.2037
S  0.7947  0.1854  0.8637
C  2.0322  0.4262  -0.5234
C  -1.9852  -0.5257  0.5185
H  -2.6059  -0.8857  -0.3402
H  2.4836  -0.5514  -0.7437
H  -1.4461  -1.3716  0.9384
H  1.4685  0.7076  -1.4146
H  -2.6438  -0.0036  1.2316
H  2.7921  1.1709  -0.3266

Atom charges from the natural (NBO) analysis, given in e for atoms 1 to 4: 0.040 0.048 -0.720 -0.712

Entry 7:
Density functional theory data (ωB97M-V/def2-TZVPD) for C2H7AlIO as an isolated structure.

The electronic energy comes out at -18935.485 eV. The charge is -1.

Element x y z (Å)
I  -3.4522  -0.8003  1.2741
Al  -1.6649  0.5609  -0.1336
O  2.4559  -0.5913  -0.0084
C  -0.0206  -0.5806  -0.2909
C  1.1937  0.0191  0.3728
H  0.1662  -0.6883  -1.3694
H  2.8139  -0.0891  -0.7417
H  -2.3576  0.8589  -1.5599
H  1.1354  -0.1032  1.4583
H  -0.1890  -1.5926  0.0914
H  1.2592  1.1002  0.1985
H  -1.3398  1.9064  0.7087

Atom charges from the natural (NBO) analysis, given in e for atoms 1 to 4: -0.587 1.031 -0.756 -0.993

Entry 8:
Density functional theory data (ωB97M-V/def2-TZVPD) for a 2-piece molecular cluster, C2H7B2F4NO4S overall at a distorted geometry.

The electronic energy comes out at -34928.605 eV.

Element x y z (Å)
S  -1.0083  1.7162  -1.0388
F  0.7406  -0.4922  1.8990
F  0.8833  0.0473  4.1350
F  2.5104  -1.2624  3.1615
F  0.3972  -2.1141  3.5015
O  1.3499  -1.0659  -0.9887
O  -2.9083  -2.2180  0.0065
O  -2.8097  -0.1905  -0.6121
O  1.5633  -0.2287  -3.2022
N  -2.6170  -1.5586  -0.9069
C  0.7750  1.5110  -1.4517
C  -1.6384  0.3468  0.0150
B  1.1399  -0.9637  3.1930
B  1.2303  0.0029  -1.8493
H  -0.9065  -0.4607  0.1981
H  1.3805  1.9447  -0.6290
H  0.8152  0.0184  -3.7500
H  0.9453  2.1622  -2.3344
H  -1.9787  0.7519  0.9846
H  1.2237  -0.8137  -0.0608
H  -1.0534  2.8355  -0.2344

Atom charges from the natural (NBO) analysis, given in e for atoms 1 to 4: 0.591 -0.627 -0.572 -0.568

Entry 9:
Density functional theory data (ωB97M-V/def2-TZVPD) for a 2-piece molecular cluster, C2H7Br2N2 overall at a distorted geometry.

As for the multiplicity: 3. The electronic energy comes out at -145240.401 eV. The charge is +1.

Element x y z (Å)
Br  -2.3488  2.1179  -0.9869
Br  2.0779  -2.5302  -2.0062
N  1.0420  -2.1481  0.5193
N  0.4168  0.2349  0.7116
C  1.3743  -1.5727  -0.5562
C  0.9109  -0.1171  -0.6345
H  1.2498  0.1213  1.3518
H  0.1277  0.0921  -1.4287
H  1.1294  -3.1350  0.8048
H  -0.0752  -0.6314  1.0649
H  -3.3799  2.9209  -1.6833
H  1.9294  0.4279  -0.8855
H  -0.0179  1.1170  0.7169

Atom charges from the natural (NBO) analysis, given in e for atoms 1 to 4: -0.269 0.250 -0.463 -0.684

Entry 10:
Density functional theory data (ωB97M-V/def2-TZVPD) for a 2-piece molecular cluster, C2H7BrN2 overall at a distorted geometry.

The electronic energy comes out at -75206.310 eV.

Element x y z (Å)
Br  -2.2293  -1.0163  0.1937
N  -1.5052  1.4466  -0.4678
N  -1.3996  0.6341  0.5062
C  -1.0462  2.7047  -0.4227
C  1.5076  -1.5276  -0.3652
H  1.3447  -0.6792  -1.1329
H  0.7848  -2.3105  -0.4338
H  1.2842  -1.1400  0.6107
H  -2.0126  1.2346  -1.2496
H  -0.1893  2.8921  0.1618
H  -1.4088  3.5798  -0.9785
H  2.4861  -1.9105  -0.5078

Atom charges from the natural (NBO) analysis, given in e for atoms 1 to 4: 0.115 -0.214 -0.371 -0.318

Entry 11:
Density functional theory data (ωB97M-V/def2-TZVPD) for an isolated molecule of C2H7BrOSi at a distorted geometry.

The electronic energy comes out at -82154.012 eV. As for the SMILES: C[C@@H](Br)O[SiH3].

Element x y z (Å)
Br  2.2451  0.1121  -0.5289
Si  -0.7326  1.8541  -0.3914
O  -0.5436  0.2858  -0.2204
C  0.5536  -0.3157  0.3053
C  0.1809  -2.0179  0.1715
H  0.6306  -2.5945  0.8974
H  0.2314  -2.1107  -0.9463
H  0.6948  -0.0341  1.4418
H  -1.6369  1.9361  -1.3787
H  -0.9364  -2.0431  0.3740
H  0.4912  2.6194  -0.8081
H  -1.1783  2.3084  1.0838

Atom charges from the natural (NBO) analysis, given in e for atoms 1 to 4: -0.014 1.240 -0.892 0.047

Entry 12:
Density functional theory data (ωB97M-V/def2-TZVPD) for a 2-piece molecular cluster, C2H7Cl2NSi overall at a distorted geometry.

The electronic energy comes out at -36600.427 eV. As for the SMILES: C/N=[Si](/C)Cl.Cl.

Element x y z (Å)
Cl  3.6353  0.6051  -0.2455
Cl  -3.2678  0.3423  -0.1490
Si  -1.2341  0.2866  -0.2635
N  -0.1146  -0.8054  -0.1421
C  0.0159  -2.2248  0.0106
C  -0.6076  2.0647  -0.1485
H  1.0761  -2.4034  -0.1145
H  -0.4028  -2.8074  -0.7210
H  -0.3416  -2.4640  1.0353
H  0.4350  2.3145  -0.4039
H  -1.4074  2.7600  -0.4981
H  2.8611  0.0598  0.7436
H  -0.6475  2.2720  0.8965

Atom charges from the natural (NBO) analysis, given in e for atoms 1 to 4: -0.299 -0.376 1.711 -1.125

Entry 13:
Density functional theory data (ωB97M-V/def2-TZVPD) for an isolated molecule of C2H7Cl3Si2 at a distorted geometry.

The electronic energy comes out at -55513.407 eV. As for the SMILES: CC[SiH2][Si](Cl)(Cl)Cl.

Element x y z (Å)
Cl  -3.1682  0.8464  2.0086
Cl  -2.3201  1.4735  -1.0638
Cl  -3.5142  -1.5425  -0.1290
Si  -0.1321  -0.6977  0.9860
Si  -2.2569  0.0392  0.4092
C  1.7214  0.7772  -0.6926
C  0.9563  -0.4292  -0.5044
H  0.4221  -0.4646  -1.4668
H  0.6324  0.2661  1.9116
H  2.3771  0.7030  -1.6123
H  1.1151  1.6442  -0.7444
H  2.4107  0.8828  0.1547
H  1.8265  -1.2333  -0.4256
H  -0.0701  -2.2652  1.1689

Atom charges from the natural (NBO) analysis, given in e for atoms 1 to 4: -0.349 -0.344 -0.361 0.626

Entry 14:
Density functional theory data (ωB97M-V/def2-TZVPD) for a 2-piece molecular cluster, C2H7ClN2O overall at a distorted geometry.

The electronic energy comes out at -19732.959 eV.

Element x y z (Å)
Cl  1.7754  1.4989  0.5475
O  -1.4247  0.9222  -0.9724
N  0.8126  0.0114  -0.0965
N  1.5715  -0.7208  -0.9344
C  -1.8327  0.4265  0.1983
C  0.0014  -0.6458  0.8181
H  -2.7681  -0.2388  0.1292
H  -0.0820  -1.7142  0.6949
H  -0.1628  -0.1670  1.7535
H  2.0157  -0.1088  -1.5943
H  -0.4212  0.8551  -0.9223
H  -1.7742  1.2154  0.9246
H  2.2891  -1.3342  -0.5462

Atom charges from the natural (NBO) analysis, given in e for atoms 1 to 4: -0.081 -0.720 -0.247 -0.584

Entry 15:
Density functional theory data (ωB97M-V/def2-TZVPD) for an isolated molecule of C2H7ClNP at a distorted geometry.

The electronic energy comes out at -25487.793 eV. As for the SMILES: CN(C)PCl.

Element x y z (Å)
Cl  0.8105  -2.6838  -0.4619
P  -0.1373  -1.3233  -1.5463
N  -0.1998  0.2945  -0.4495
C  -1.3604  0.2573  0.3801
C  0.9078  0.7335  0.2981
H  0.7496  1.7731  0.6311
H  1.0208  -0.5873  -2.0368
H  -2.1683  -0.2583  -0.1161
H  1.8191  0.6590  -0.2008
H  -1.5788  1.2251  0.8146
H  1.1379  0.1170  1.2064
H  -1.0012  -0.2067  1.4811

Atom charges from the natural (NBO) analysis, given in e for atoms 1 to 4: -0.292 0.711 -0.640 -0.417

Entry 16:
Density functional theory data (ωB97M-V/def2-TZVPD) for a 2-piece molecular cluster, C2H7ClS overall.

The electronic energy comes out at -25544.980 eV. As for the SMILES: CSC.Cl.

Element x y z (Å)
Cl  2.7825  0.0110  -0.0984
S  -1.6412  -0.3847  -0.0617
C  -0.9850  1.2956  -0.0750
C  -0.0842  -1.2977  -0.0791
H  -0.3275  -2.3642  -0.0766
H  -0.3693  1.4863  0.8156
H  -0.3968  1.4786  -0.9777
H  0.4929  -1.0723  -0.9831
H  1.8539  -0.0624  0.7945
H  0.5121  -1.0687  0.8076
H  -1.8375  1.9785  -0.0662

Atom charges from the natural (NBO) analysis, given in e for atoms 1 to 4: -0.265 0.196 -0.750 -0.734

Entry 17:
Density functional theory data (ωB97M-V/def2-TZVPD) for a 2-piece molecular cluster, C2H7ClSi overall at a distorted geometry.

The electronic energy comes out at -22587.501 eV.

Element x y z (Å)
Cl  -1.3415  -1.9461  0.8097
Si  -0.5283  -0.1929  0.2563
C  0.9972  0.2524  1.2890
C  -0.2733  -0.1128  -1.6154
H  0.7921  1.1051  1.9256
H  -2.1230  1.2351  0.7582
H  0.1181  -1.0503  -2.0097
H  0.4242  0.6753  -1.8746
H  -1.2058  0.0937  -2.1290
H  1.8435  0.5124  0.6581
H  1.2968  -0.5720  1.9318

Atom charges from the natural (NBO) analysis, given in e for atoms 1 to 4: -0.376 1.415 -1.143 -1.140

Entry 18:
Density functional theory data (ωB97M-V/def2-TZVPD) for C2H7FNO5PS as an isolated structure at a distorted geometry.

The electronic energy comes out at -36756.999 eV.

Element x y z (Å)
S  -0.7408  -2.4303  2.5395
P  0.2799  -1.2314  0.2298
F  0.8128  -2.2411  2.7957
O  0.7228  -2.5861  -0.1586
O  1.4324  -0.3904  1.0422
O  -0.9353  -3.7073  1.9204
O  -0.3648  -0.1839  -0.8261
O  -1.3327  -2.1310  3.8080
N  -1.0751  -1.2827  1.4530
C  1.4106  0.8834  1.6016
C  -0.7848  -0.6100  -2.1523
H  -0.6363  0.1818  -2.8493
H  0.6060  1.5512  1.0982
H  -1.8041  -1.1719  -2.1909
H  -0.2144  -1.5393  -2.3425
H  -1.6655  -0.4499  1.7731
H  1.1511  0.5202  2.5893
H  2.3925  1.3369  1.3473

Atom charges from the natural (NBO) analysis, given in e for atoms 1 to 4: 2.509 2.462 -0.478 -1.016

Entry 19:
Density functional theory data (ωB97M-V/def2-TZVPD) for a 2-piece molecular cluster, C2H7IN2 overall at a distorted geometry.

As for the multiplicity: 3. The electronic energy comes out at -13261.621 eV.

Element x y z (Å)
I  2.2678  0.0380  1.2541
N  0.3637  -0.9036  0.6489
N  0.0178  -0.9956  -0.5748
C  0.2851  0.0959  -1.5377
C  -0.8614  0.4938  1.4460
H  -0.0700  1.1084  -0.9937
H  -1.5344  0.7577  0.5934
H  0.2078  -1.9494  -0.8672
H  1.2785  0.2960  -1.7969
H  -0.3087  -0.1570  -2.3186
H  -0.3124  1.2089  1.8940
H  -1.3338  0.0071  2.2524

Atom charges from the natural (NBO) analysis, given in e for atoms 1 to 4: -0.018 -0.371 -0.310 -0.451